one:
This record from the OMol25 dataset describes 2 unconnected molecules or ions with the total composition C3H8F2NP. The level of theory is wB97M-V/def2-TZVPD.

Output
SMILES: C=NCC.FPF
Gap between HOMO and LUMO in eV: 10.9
LUMO in eV: 0.75

Last column: natural (NBO) charge in e.
Atoms and positions in Å:
C -1.941 1.417 0.429  -0.62
C -0.173 -1.478 -0.206  -0.06
C -1.785 0.094 -0.222  -0.25
N -0.333 -0.249 -0.265  -0.39
F 4.243 1.187 0.371  -0.57
F 3.837 -1.212 0.754  -0.58
P 3.797 -0.165 -0.482  1.29
H -2.784 1.904 0.125  0.21
H -1.866 1.481 1.490  0.21
H -1.087 1.967 0.003  0.22
H 0.899 -1.945 -0.288  0.16
H -1.002 -2.081 -0.126  0.14
H 2.454 -0.198 -0.455  -0.14
H -2.337 -0.769 0.210  0.17
H -1.919 0.047 -1.340  0.21


two:
This record from the OMol25 dataset describes 2 unconnected molecules or ions with the total composition C3H8F2NP. The level of theory is wB97M-V/def2-TZVPD.

Output
Gap between HOMO and LUMO (alpha / beta) in eV: 7.6 / 8.4
LUMO (alpha / beta) in eV: -0.39 / -0.37

Last column: natural (NBO) charge in e.
Atoms and positions in Å:
C 0.991 -1.102 0.226  -0.64
C -0.829 1.575 0.155  -0.48
C -0.452 -0.863 -0.293  -0.27
N -1.087 0.230 0.511  -0.48
F -3.663 -1.342 0.467  -0.58
F -4.615 0.837 0.394  -0.59
P -3.468 -0.045 -0.389  1.41
H 1.171 -2.138 -0.203  0.23
H 1.752 -0.301 -0.133  0.21
H 0.770 -0.866 1.342  0.24
H 0.223 1.885 0.268  0.20
H -0.894 1.869 -0.942  0.17
H -1.416 2.211 0.851  0.21
H -0.629 -0.690 -1.308  0.17
H -0.882 -1.848 -0.149  0.19


Least stable structure: two


one:
This record from the OMol25 dataset describes a single C3H3N3OS molecule. The level of theory is wB97M-V/def2-TZVPD.

Output
SMILES: [H]/N=C1/N=CC(=O)N1S
Gap between HOMO and LUMO in eV: 8.3
LUMO in eV: -1.23

Last column: natural (NBO) charge in e.
Atoms and positions in Å:
C -0.251 1.157 -0.008  0.50
C -1.680 -0.476 0.001  0.03
C -0.369 -1.173 -0.148  0.61
H 2.322 -1.506 0.441  0.19
H 1.267 2.283 -0.338  0.34
H -2.657 -1.045 0.176  0.23
N 0.515 -0.037 0.018  -0.61
N 0.212 2.367 -0.128  -0.58
N -1.622 0.811 0.098  -0.35
O -0.044 -2.298 -0.122  -0.51
S 2.306 -0.083 0.009  0.15


two:
This record from the OMol25 dataset describes a single C3H3N3OS molecule. The level of theory is wB97M-V/def2-TZVPD.

Output
SMILES: Nc1nnoc1C=S
Gap between HOMO and LUMO in eV: 7.9
LUMO in eV: -1.09

Last column: natural (NBO) charge in e.
Atoms and positions in Å:
C 1.162 -0.716 -0.235  0.22
C 0.077 -0.060 0.117  0.10
C -0.973 -0.307 1.111  -0.38
H 0.800 -2.794 0.559  0.42
H 2.787 -1.922 0.422  0.42
H -1.014 -1.127 1.888  0.24
N 1.598 -1.991 0.003  -0.83
N 1.800 -0.038 -1.276  -0.24
N 1.078 1.030 -1.536  0.16
O 0.008 1.100 -0.774  -0.23
S -2.223 0.658 1.065  0.12


three:
This record from the OMol25 dataset describes 2 unconnected molecules or ions with the total composition C3H3N3OS. The level of theory is wB97M-V/def2-TZVPD.

Output
SMILES: N#C/C(O)=[NH+]\[S-].C#N
Gap between HOMO and LUMO (alpha / beta) in eV: 7.4 / 7.4
LUMO (alpha / beta) in eV: -0.58 / -0.58

Last column: natural (NBO) charge in e.
Atoms and positions in Å:
C -0.983 0.776 1.282  0.18
C 0.846 0.988 -2.514  0.11
C -0.172 -0.303 0.953  0.44
N -1.582 1.694 1.643  -0.22
N 0.857 0.840 -1.361  -0.36
N -0.539 -1.240 0.121  -0.54
O 1.018 -0.525 1.658  -0.68
S -1.834 -1.456 -0.883  -0.12
H 0.975 1.075 -3.591  0.24
H 0.257 -1.866 0.142  0.41
H 1.156 0.018 2.550  0.53


Least stable structure: two


one:
This record from the OMol25 dataset describes 2 unconnected molecules or ions with the total composition C9H10N2. The level of theory is wB97M-V/def2-TZVPD.

Output
Gap between HOMO and LUMO in eV: 7.9
LUMO in eV: -0.41

Last column: natural (NBO) charge in e.
Atoms and positions in Å:
C 2.862 0.350 -0.883  0.26
C -2.626 -1.689 -0.074  -0.07
C -1.714 0.442 -0.124  -0.23
C -1.347 1.729 0.202  0.04
C -2.962 -0.399 0.142  -0.26
C -0.641 -0.475 -0.451  0.04
C -0.034 2.358 0.148  -0.67
C 3.016 -1.643 0.412  -0.33
C 2.303 -0.664 -0.002  -0.33
N 3.377 1.071 -1.592  -0.34
N -1.212 -1.697 -0.455  -0.54
H -3.222 -2.608 -0.048  0.22
H -2.166 2.403 0.535  0.19
H -3.856 0.216 0.415  0.24
H -0.084 3.253 0.666  0.22
H 0.368 2.608 -0.814  0.26
H 0.669 1.637 0.722  0.24
H 4.025 -1.769 0.148  0.20
H 2.732 -2.310 1.226  0.20
H -0.767 -2.495 -0.402  0.38
H 1.279 -0.320 0.228  0.28


two:
This record from the OMol25 dataset describes 2 unconnected molecules or ions with the total composition C9H10N2. The level of theory is wB97M-V/def2-TZVPD.

Output
SMILES: C#CC(C)C#C.C1=NN=CC1
Gap between HOMO and LUMO in eV: 10.6
LUMO in eV: 0.76

Last column: natural (NBO) charge in e.
Atoms and positions in Å:
C 0.349 2.633 -0.482  -0.57
C 0.516 2.199 0.979  -0.37
C 1.941 2.202 1.377  0.00
C 3.097 2.391 1.660  -0.23
C -0.291 1.058 1.438  0.00
C -1.011 0.214 1.921  -0.23
C -1.552 -2.511 -1.429  -0.58
C -1.001 -3.819 -0.955  0.06
C -0.312 -1.725 -1.252  0.08
H 0.649 1.800 -1.124  0.21
H -0.693 2.909 -0.706  0.22
H 0.980 3.483 -0.722  0.23
H 0.128 3.020 1.607  0.26
H 4.138 2.682 1.795  0.24
H -1.709 -0.411 2.501  0.25
H -2.008 -2.425 -2.438  0.26
H -2.288 -2.188 -0.667  0.27
H -1.566 -4.734 -0.780  0.20
H -0.192 -0.667 -1.510  0.20
N 0.180 -3.711 -0.473  -0.25
N 0.646 -2.398 -0.741  -0.25


three:
This record from the OMol25 dataset describes a single C9H10N2 molecule. The level of theory is wB97M-V/def2-TZVPD.

Output
SMILES: c1cc2c(cn1)[C@@H]1CC[C@H]2N1
Gap between HOMO and LUMO in eV: 9.8
LUMO in eV: 0.91

Last column: natural (NBO) charge in e.
Atoms and positions in Å:
C -1.286 -0.958 0.864  -0.39
C -1.482 0.842 0.948  -0.39
C -1.017 1.233 -0.487  -0.10
C -0.803 -1.074 -0.661  -0.10
C 0.616 -0.520 -0.354  0.07
C 1.762 -1.240 -0.083  -0.28
C 2.829 -0.506 -0.045  0.04
C 1.619 1.506 -0.034  0.08
C 0.425 0.881 -0.256  -0.08
H -2.262 -1.206 1.000  0.20
H -0.435 -1.338 1.439  0.21
H -1.092 1.189 1.817  0.21
H -2.685 0.871 1.117  0.19
H -1.318 2.041 -1.103  0.24
H -2.471 -0.015 -1.373  0.35
H -0.959 -1.982 -1.177  0.22
H 1.885 -2.255 0.049  0.22
H 3.738 -1.079 0.022  0.19
H 1.578 2.702 -0.436  0.16
N -1.353 0.041 -1.292  -0.59
N 2.710 0.865 0.045  -0.45


Least stable structure: two


one:
This record from the OMol25 dataset describes a molecular structure, C9H10N2. The level of theory is wB97M-V/def2-TZVPD.

Output
Gap between HOMO and LUMO in eV: 9.0
LUMO in eV: 0.51

Last column: natural (NBO) charge in e.
Atoms and positions in Å:
C -1.217 0.458 -1.039  0.16
C 0.999 -1.189 -0.315  0.10
C -1.263 -0.305 0.752  0.29
C 1.575 0.711 0.231  0.43
C -1.128 0.650 -2.349  -0.45
C 1.085 -2.447 -0.668  -0.39
C -0.127 -0.220 -0.152  -0.22
C -1.692 -0.740 2.126  -0.67
C 1.740 2.182 0.286  -0.71
N -2.144 0.359 0.053  -0.41
N 2.124 -0.406 0.013  -0.44
H -2.061 0.984 -2.862  0.21
H -0.275 0.569 -2.949  0.21
H 2.109 -2.990 -0.624  0.23
H 0.197 -2.947 -1.050  0.21
H -1.625 0.023 2.918  0.24
H -1.024 -1.478 2.434  0.22
H -2.721 -0.994 2.088  0.24
H 2.798 2.574 0.546  0.24
H 1.182 2.507 1.165  0.25
H 1.468 2.700 -0.602  0.26


two:
This record from the OMol25 dataset describes a single C9H10N2 molecule. The level of theory is wB97M-V/def2-TZVPD.

Output
Gap between HOMO and LUMO (alpha / beta) in eV: 8.2 / 7.3
LUMO (alpha / beta) in eV: 0.17 / -0.76

Last column: natural (NBO) charge in e.
Atoms and positions in Å:
C 0.808 -1.945 -1.004  0.20
C 1.652 1.119 -1.393  -0.29
C 0.802 0.439 -2.069  -0.09
C -2.290 -0.916 0.084  0.14
C 1.498 1.298 0.106  -0.44
C -1.638 -0.573 1.439  -0.49
C 0.098 1.060 0.716  -0.39
C -0.232 -0.409 0.988  -0.26
C -0.183 -1.221 -0.407  0.09
N 1.515 -2.802 -1.335  -0.29
N -1.489 -1.249 -0.832  -0.43
H 2.542 1.565 -1.872  0.23
H 0.235 -0.054 -2.811  0.23
H -3.376 -0.998 0.065  0.19
H 2.360 0.829 0.632  0.22
H 1.655 2.403 0.317  0.22
H -2.066 0.467 1.897  0.23
H -2.065 -1.410 2.030  0.25
H 0.096 1.481 1.754  0.21
H -0.611 1.555 0.031  0.22
H 0.690 -0.638 1.666  0.24


three:
This record from the OMol25 dataset describes a single C9H10N2 molecule. The level of theory is wB97M-V/def2-TZVPD.

Output
SMILES: [H]/N=C\C=C/C(=C)n1cccc1
Gap between HOMO and LUMO in eV: 8.8
LUMO in eV: 0.45

Last column: natural (NBO) charge in e.
Atoms and positions in Å:
C -2.341 -0.589 -1.318  -0.25
C -1.406 -1.093 -2.187  -0.31
C -1.713 -0.362 -0.053  -0.10
C -0.199 -1.177 -1.564  -0.03
C 0.199 1.645 1.249  -0.24
C 0.548 0.409 1.631  -0.22
C 0.338 2.225 -0.160  0.12
C 0.612 -0.754 0.756  0.16
C 1.509 -1.749 1.030  -0.43
N 1.323 2.697 -0.764  -0.58
N -0.327 -0.698 -0.285  -0.37
H -3.413 -0.302 -1.604  0.23
H -1.394 -1.308 -3.180  0.22
H -2.306 -0.078 0.763  0.23
H 0.824 -1.438 -1.749  0.22
H 0.149 2.396 2.014  0.22
H 0.623 0.102 2.695  0.22
H -0.615 2.194 -0.651  0.17
H 1.702 -2.464 0.238  0.22
H 2.156 -1.374 1.799  0.21
H 2.182 2.702 -0.212  0.33


Least stable structure: two


one:
This record from the OMol25 dataset describes a gas-phase ion, C2H10N2O2P (charge +1). The level of theory is wB97M-V/def2-TZVPD.

Output
SMILES: O[C@H]1N[PH3][NH2+][C@@H]1O
Gap between HOMO and LUMO in eV: 11.5
LUMO in eV: -3.05
Net charge: +1

Last column: natural (NBO) charge in e.
Atoms and positions in Å:
C -0.995 0.511 0.472  0.22
C 0.348 0.032 1.137  0.24
N -1.010 -0.100 -0.833  -0.93
N 1.334 0.281 -0.003  -0.85
O -0.892 1.943 0.554  -0.75
O 0.232 -1.267 1.481  -0.72
P 0.348 -0.738 -1.610  1.06
H -1.938 0.017 1.075  0.21
H 0.520 0.688 2.049  0.20
H -1.828 -0.678 -1.134  0.44
H 1.255 1.228 -0.368  0.43
H 2.305 0.047 0.137  0.42
H 1.209 0.016 -2.543  0.03
H -1.693 2.471 0.734  0.52
H -0.093 -1.419 2.395  0.52
H 1.336 -1.500 -1.046  0.00
H -0.435 -1.532 -2.497  -0.03


two:
This record from the OMol25 dataset describes a gas-phase ion, C2H10N2O2P (charge +1). The level of theory is wB97M-V/def2-TZVPD.

Output
SMILES: C[N+](C)=P(N)(O)O
Gap between HOMO and LUMO in eV: 10.6
LUMO in eV: -3.89
Net charge: +1

Last column: natural (NBO) charge in e.
Atoms and positions in Å:
C 1.441 -0.837 0.744  -0.46
C -1.113 -1.335 0.690  -0.44
N -0.324 2.221 0.461  -1.00
N 0.144 -0.786 0.080  -0.79
O 1.012 0.706 -1.840  -0.97
O -1.387 0.315 -1.695  -0.95
P -0.113 0.550 -0.778  2.32
H 2.253 -0.372 0.174  0.25
H 1.523 -0.522 1.890  0.23
H 1.610 -1.883 0.594  0.24
H -0.804 -2.353 0.959  0.24
H -1.204 -0.883 1.741  0.21
H -2.049 -1.251 0.145  0.25
H -0.070 3.049 -0.057  0.39
H 0.307 2.051 1.229  0.39
H 0.823 0.371 -2.705  0.55
H -2.047 0.961 -1.633  0.54


Least stable structure: one


one:
This record from the OMol25 dataset describes 2 unconnected molecules or ions with the total composition C3H10S2. The level of theory is wB97M-V/def2-TZVPD.

Output
SMILES: CSS.CC
Gap between HOMO and LUMO in eV: 9.7
LUMO in eV: 0.54

Last column: natural (NBO) charge in e.
Atoms and positions in Å:
C -1.603 0.936 -0.043  -0.61
C -1.459 0.555 -1.506  -0.60
H -1.052 1.863 0.133  0.20
H -1.085 0.245 0.607  0.20
H -2.640 1.177 0.188  0.21
H -0.494 0.134 -1.748  0.21
H -2.215 -0.181 -1.808  0.20
H -1.620 1.414 -2.154  0.20
C 1.944 -1.728 0.439  -0.75
S 1.991 0.062 0.151  0.08
S 1.897 0.775 2.094  -0.13
H 1.398 -2.229 -0.361  0.23
H 1.420 -1.903 1.372  0.23
H 2.944 -2.118 0.554  0.22
H 0.577 1.000 2.083  0.13


two:
This record from the OMol25 dataset describes 2 unconnected molecules or ions with the total composition C3H10S2. The level of theory is wB97M-V/def2-TZVPD.

Output
SMILES: CCC.SS
Gap between HOMO and LUMO in eV: 10.0
LUMO in eV: 0.32

Last column: natural (NBO) charge in e.
Atoms and positions in Å:
S -1.423 0.097 2.829  -0.12
S -1.022 -1.901 2.478  -0.12
H -0.230 0.578 2.449  0.12
H -1.577 -1.977 1.260  0.12
C -0.458 1.247 -0.982  -0.60
C 0.091 -0.170 -1.107  -0.39
C 1.455 -0.318 -0.440  -0.60
H 0.199 1.958 -1.491  0.20
H -1.441 1.341 -1.436  0.21
H -0.552 1.532 0.064  0.20
H -0.603 -0.879 -0.646  0.19
H 0.160 -0.428 -2.165  0.20
H 1.855 -1.324 -0.584  0.21
H 1.375 -0.148 0.633  0.20
H 2.171 0.393 -0.863  0.20


Least stable structure: one